DFT (ωB97M-V with the def2-TZVPD basis set) results for a 4-piece molecular cluster, C24H50NO11S overall at a distorted geometry.

Each line ends with the Mulliken charge.
Atoms and positions in Å:
1 O 1.08 -0.77 -1.04  -0.49
2 S -0.02 -0.75 -1.95  0.86
3 O -0.43 -2.05 -2.41  -0.63
4 C -1.41 0.12 -1.17  -1.27
5 C -2.71 -0.63 -1.28  0.83
6 C -3.81 0.01 -1.83  -0.38
7 C -5.00 -0.69 -1.97  -0.49
8 C -5.03 -1.97 -1.56  -0.49
9 N -3.99 -2.58 -1.01  0.17
10 C -2.84 -1.92 -0.87  -0.43
11 H 0.37 -0.03 -3.04  0.20
12 H -1.53 1.07 -1.72  0.45
13 H -1.11 0.38 -0.15  0.43
14 H -3.75 1.05 -2.15  0.42
15 H -5.87 -0.23 -2.42  0.46
16 H -5.95 -2.53 -1.68  0.36
17 H -4.05 -3.55 -0.73  0.30
18 H -1.98 -2.41 -0.43  0.58
19 C 3.20 -3.30 -0.96  -0.18
20 O 4.12 -3.33 -2.03  -0.33
21 C 3.51 -3.03 -3.28  -0.14
22 C 4.49 -2.36 -4.22  -0.44
23 O 4.70 -0.99 -3.92  -0.52
24 C 5.48 -0.67 -2.78  0.09
25 C 6.96 -0.96 -2.95  -0.74
26 O 7.22 -2.35 -2.78  -0.25
27 C 8.39 -2.76 -3.45  -0.82
28 H 2.43 -4.06 -1.09  0.35
29 H 3.75 -3.49 -0.04  0.20
30 H 2.74 -2.31 -0.88  -0.14
31 H 2.64 -2.38 -3.14  -0.10
32 H 3.17 -3.98 -3.72  0.46
33 H 4.05 -2.37 -5.22  0.45
34 H 5.43 -2.91 -4.27  0.16
35 H 5.08 -1.15 -1.89  -0.12
36 H 5.37 0.40 -2.64  0.39
37 H 7.53 -0.42 -2.18  0.43
38 H 7.28 -0.63 -3.94  0.36
39 H 8.32 -2.56 -4.52  0.34
40 H 8.49 -3.84 -3.31  0.24
41 H 9.27 -2.26 -3.04  0.32
42 C 7.31 3.63 2.76  -0.79
43 O 6.09 2.94 2.94  -0.27
44 C 4.97 3.80 3.03  -0.56
45 C 3.73 3.13 2.50  -0.35
46 O 3.65 3.07 1.08  -0.50
47 C 4.50 2.14 0.43  -0.48
48 C 4.08 0.70 0.61  0.20
49 O 4.48 0.21 1.88  -0.33
50 C 3.68 -0.85 2.33  -0.48
51 H 7.52 4.27 3.63  0.33
52 H 8.10 2.89 2.66  0.23
53 H 7.28 4.24 1.85  0.34
54 H 5.15 4.73 2.46  0.36
55 H 4.83 4.06 4.09  0.41
56 H 2.87 3.73 2.81  0.40
57 H 3.59 2.14 2.95  0.12
58 H 5.54 2.29 0.71  0.19
59 H 4.42 2.38 -0.63  0.36
60 H 4.56 0.08 -0.16  0.01
61 H 2.99 0.62 0.49  0.25
62 H 2.63 -0.54 2.40  0.31
63 H 4.02 -1.14 3.32  0.27
64 H 3.76 -1.72 1.66  0.04
65 C -10.31 2.39 0.50  -0.80
66 O -9.01 2.15 1.01  -0.24
67 C -8.75 2.92 2.18  -0.59
68 C -7.77 2.19 3.08  -0.25
69 O -8.35 1.13 3.83  -0.46
70 C -8.67 -0.06 3.13  -0.40
71 C -7.46 -0.88 2.72  -0.58
72 O -6.85 -0.33 1.56  -0.29
73 C -5.49 -0.65 1.45  -0.52
74 H -10.42 3.43 0.18  0.33
75 H -10.45 1.74 -0.37  0.23
76 H -11.07 2.15 1.24  0.35
77 H -9.67 3.11 2.73  0.37
78 H -8.31 3.87 1.86  0.39
79 H -7.42 2.91 3.83  0.41
80 H -6.89 1.85 2.53  0.05
81 H -9.32 0.14 2.27  0.16
82 H -9.25 -0.66 3.83  0.42
83 H -7.78 -1.90 2.48  0.40
84 H -6.75 -0.91 3.55  0.36
85 H -4.93 -0.29 2.33  0.40
86 H -5.10 -0.15 0.57  -0.03
87 H -5.36 -1.74 1.35  0.36

Charge: +1
E_LUMO, Eh: -0.177
E_tot, a.u.: -2224.5681

---

DFT (ωB97M-V with the def2-TZVPD basis set) results for an isolated molecule of C26H29NO5S at a distorted geometry.

Each line ends with the Mulliken charge.
Atoms and positions in Å:
1 C 5.55 -1.36 2.72  -0.77
2 C 6.22 -1.20 1.31  0.67
3 O 7.01 -0.35 1.03  -0.52
4 O 5.84 -2.10 0.28  -0.38
5 C 4.41 -1.82 0.05  -0.32
6 C 4.14 -2.10 -1.46  -0.92
7 C 2.61 -2.02 -1.84  -0.55
8 C 1.89 -0.71 -1.28  -0.67
9 C 0.50 -0.60 -2.03  -0.80
10 C -0.73 -0.30 -1.11  0.72
11 C -1.69 0.75 -1.51  0.32
12 C -1.57 1.60 -2.82  -1.53
13 C -0.46 2.71 -2.69  0.27
14 O 0.19 3.06 -3.66  -0.55
15 C -0.17 3.40 -1.31  0.70
16 C 1.22 3.55 -0.90  -0.31
17 C 1.61 4.19 0.37  -0.67
18 C 0.54 4.68 1.23  -0.31
19 C -0.88 4.54 0.83  -0.71
20 C -1.26 3.89 -0.43  -0.01
21 C -2.85 0.99 -0.65  -0.66
22 C -3.09 0.21 0.59  0.44
23 C -4.35 0.43 1.49  -1.08
24 C -5.47 -0.59 0.92  -0.48
25 C -5.15 -2.10 1.20  -0.50
26 S -6.54 -3.23 0.68  -0.23
27 C -2.13 -0.81 0.99  -0.71
28 C -0.96 -1.04 0.12  0.71
29 C -0.19 -2.20 0.80  0.32
30 O 0.81 -2.81 0.51  -0.49
31 N -0.92 -2.59 2.00  -0.28
32 C -2.07 -1.74 2.23  0.30
33 O -2.77 -1.80 3.21  -0.55
34 H 4.61 -1.96 2.72  0.24
35 H 5.29 -0.32 3.07  0.29
36 H 6.29 -1.87 3.39  0.30
37 H 3.84 -2.57 0.66  0.17
38 H 4.22 -0.75 0.33  0.45
39 H 4.80 -1.49 -2.14  0.31
40 H 4.45 -3.18 -1.65  0.27
41 H 2.57 -1.91 -2.96  0.39
42 H 2.04 -2.95 -1.61  0.21
43 H 2.60 0.14 -1.53  0.40
44 H 1.79 -0.72 -0.16  0.33
45 H 0.60 0.29 -2.73  0.22
46 H 0.35 -1.48 -2.71  0.44
47 H -2.55 2.06 -3.10  0.44
48 H -1.30 0.90 -3.66  0.41
49 H 2.03 3.19 -1.59  0.36
50 H 2.67 4.32 0.69  0.37
51 H 0.84 5.19 2.17  0.35
52 H -1.66 4.95 1.52  0.34
53 H -2.33 3.77 -0.71  0.30
54 H -3.62 1.76 -0.91  0.51
55 H -4.79 1.45 1.35  0.39
56 H -4.17 0.14 2.56  0.39
57 H -5.42 -0.46 -0.21  0.26
58 H -6.51 -0.27 1.21  0.44
59 H -4.25 -2.45 0.63  0.24
60 H -5.04 -2.27 2.31  0.24
61 H -6.31 -3.56 -0.64  0.13
62 H -0.32 -2.48 2.82  0.32

SMILES: CC(=O)OCCCCCc1c(CC(=O)c2ccccc2)cc(CCCS)c2c1C(=O)NC2=O
E_LUMO, Eh: -0.037
E_tot, a.u.: -1837.1973

---

- Which of these has the highest E_LUMO?
  C26H29NO5S

---

- What is the formula in the first record?
  C24H50NO11S